[1]
A structure of composition C4H8OS2. Source: the Open Molecules 2025 dataset; level of theory: the ωB97M-V functional and the def2-TZVPD basis.

```
! wB97M-V def2-TZVPD RIJCOSX def2/J DEFGRID3
* xyz 0 1
C -0.80 -0.90 -0.54
C -2.18 -1.45 -0.10
O -3.05 -1.89 -0.83
C -0.33 -0.24 0.72
S 1.27 -0.94 1.17
S 2.07 0.38 -1.17
C 1.90 1.87 -0.18
H -0.21 -1.71 -0.92
H -0.96 -0.23 -1.36
H -2.33 -1.87 0.86
H -0.80 -0.48 1.64
H -0.53 0.90 0.50
H 1.66 2.75 -0.81
H 2.94 2.08 0.10
H 1.34 1.73 0.92
*
```

## Properties
highest occupied orbital energy: -0.33807 hartree
energy above the lowest of the compared OMol25 structures with the same formula, charge and spin: 97.1 kcal per mole
orbital gap: 6.73 eV

[2]
The ion C5H12N3 with charge +1. Source: the Open Molecules 2025 dataset; level of theory: the ωB97M-V functional and the def2-TZVPD basis.

```
! wB97M-V def2-TZVPD RIJCOSX def2/J DEFGRID3
* xyz 1 1
C -0.45 -2.39 -1.25
C 0.07 -1.20 -0.59
C 1.18 -0.61 -0.23
C 1.03 0.62 0.65
N 1.43 0.29 1.96
N -0.41 1.02 0.51
C -0.65 2.21 -0.30
N -1.15 -0.08 0.05
H -0.85 -3.09 -0.52
H 0.38 -2.87 -1.78
H -1.22 -2.16 -1.98
H 2.17 -0.96 -0.42
H 1.67 1.43 0.30
H 1.47 1.08 2.59
H 0.92 -0.47 2.39
H -1.66 2.57 -0.10
H 0.04 2.98 0.01
H -0.51 2.03 -1.37
H -1.80 0.17 -0.70
H -1.65 -0.57 0.80
*
```

## Properties
highest occupied orbital energy: -0.50387 hartree
energy above the lowest of the compared OMol25 structures with the same formula, charge and spin: 62.5 kcal per mole
SMILES: CC1=C[C@H](N)N(C)[NH2+]1
orbital gap: 10.56 eV

[3]
A structure of composition C27H36N3O5PPtSi2. Source: the Open Molecules 2025 dataset; level of theory: the ωB97M-V functional and the def2-TZVPD basis.

```
! wB97M-V def2-TZVPD RIJCOSX def2/J DEFGRID3
* xyz 0 5
Pt 0.49 0.22 -0.28
O 3.56 5.77 -0.78
C 2.99 4.55 -0.73
C 3.52 3.50 0.02
C 2.85 2.29 0.04
N 1.73 2.10 -0.65
C 1.23 3.07 -1.41
C 1.83 4.31 -1.47
C -0.03 2.69 -2.19
O -0.55 3.50 -2.93
O -0.43 1.49 -1.98
C 3.34 1.08 0.84
O 4.46 1.10 1.33
O 2.51 0.13 0.93
H 4.35 5.80 -0.22
H 4.42 3.60 0.60
H 1.39 5.08 -2.09
C 0.61 2.82 2.51
Si -0.82 1.55 2.41
C -2.09 2.10 1.09
C -1.73 1.56 4.10
N -0.25 0.02 1.83
C 0.11 -1.13 2.38
C -0.05 -1.41 3.76
C 0.31 -2.61 4.30
C 0.85 -3.62 3.48
C 1.05 -3.39 2.15
C 0.73 -2.15 1.55
N 0.95 -1.91 0.27
Si 2.26 -2.49 -0.73
C 1.74 -4.14 -1.56
C 3.89 -2.71 0.24
C 2.52 -1.21 -2.13
H 0.42 3.54 3.29
H 0.71 3.36 1.58
H 1.56 2.33 2.72
H -2.46 3.10 1.29
H -2.94 1.43 1.03
H -1.60 2.13 0.12
H -2.28 2.49 4.18
H -1.05 1.51 4.94
H -2.45 0.75 4.18
H -0.47 -0.64 4.38
H 0.17 -2.79 5.35
H 1.10 -4.57 3.91
H 1.45 -4.15 1.51
H 1.99 -5.00 -0.95
H 2.27 -4.26 -2.50
H 0.68 -4.20 -1.77
H 3.82 -3.52 0.96
H 4.11 -1.80 0.78
H 4.71 -2.93 -0.43
H 1.83 -0.36 -2.04
H 2.39 -1.65 -3.11
H 3.53 -0.80 -2.08
C -0.93 -1.51 -2.92
P -1.61 -0.92 -1.32
C -2.13 -2.49 -0.49
C -3.24 -0.30 -1.91
C -3.51 1.06 -1.95
C -4.75 1.52 -2.37
C -5.73 0.62 -2.78
C -5.45 -0.74 -2.76
C -4.22 -1.19 -2.33
H -1.67 -2.10 -3.46
H -0.04 -2.10 -2.73
H -0.67 -0.63 -3.51
H -2.36 -3.27 -1.21
H -3.01 -2.29 0.12
H -1.33 -2.84 0.16
H -2.75 1.76 -1.67
H -4.95 2.58 -2.39
H -6.69 0.97 -3.11
H -6.19 -1.45 -3.09
H -4.03 -2.26 -2.33
*
```

## Properties
highest occupied orbital energy (alpha / beta): -0.27575 / -0.30787 hartree
orbital gap (alpha / beta): 7.86 / 6.33 eV
expectation value of S²: 6.033

[4]
A structure of composition C16H30F12N2O20RbS7. Source: the Open Molecules 2025 dataset; level of theory: the ωB97M-V functional and the def2-TZVPD basis.

```
! wB97M-V def2-TZVPD RIJCOSX def2/J DEFGRID3
* xyz -1 1
Rb 1.49 1.16 0.49
C 1.79 1.93 4.95
F 2.52 0.81 4.62
F 1.79 2.21 6.24
F 2.29 2.98 4.27
S -0.01 1.45 4.41
O -0.79 0.90 5.57
O -0.58 2.69 3.84
N 0.29 0.27 3.08
S -0.06 -1.01 3.75
O 0.43 -1.30 5.10
O -1.51 -1.36 3.49
C 0.88 -2.16 2.48
F 0.60 -3.38 2.85
F 0.47 -2.08 1.27
F 2.18 -1.93 2.62
C 0.78 5.82 1.35
F 1.86 6.35 0.75
F 1.19 5.09 2.34
F -0.10 6.70 1.80
S -0.12 4.73 0.09
O -1.15 4.04 0.90
O -0.68 5.59 -0.95
N 1.13 3.62 -0.51
S 1.66 4.07 -1.88
O 0.82 3.64 -2.96
O 2.03 5.52 -2.03
C 3.48 3.09 -1.77
F 3.30 1.79 -1.85
F 4.19 3.27 -2.93
F 4.24 3.55 -0.83
C 3.38 -1.55 -2.32
O 4.03 -2.29 -1.31
C 4.38 -1.50 -0.22
O 3.85 -0.44 0.15
O 5.33 -2.16 0.44
C 6.14 -1.51 1.42
H 2.43 -1.19 -1.91
H 3.21 -2.25 -3.14
H 4.05 -0.78 -2.70
H 5.60 -0.74 1.97
H 6.91 -1.00 0.85
H 6.47 -2.31 2.09
O 1.67 -4.85 -3.49
S 0.28 -4.38 -3.08
O -0.35 -3.16 -3.61
O -0.75 -5.71 -3.09
C -0.22 -6.95 -3.41
C -1.06 -8.01 -2.79
C 0.38 -4.28 -1.22
H 0.84 -7.08 -3.19
H -0.24 -6.94 -4.50
H -2.04 -7.87 -3.23
H -1.16 -7.78 -1.73
H -0.80 -9.06 -2.92
H -0.60 -4.03 -0.81
H 1.13 -3.53 -0.97
H 0.59 -5.29 -0.89
O -1.42 -0.39 -1.83
S -2.07 -0.21 -3.15
O -2.97 -1.25 -3.63
O -2.83 1.20 -3.32
C -2.39 2.28 -2.53
C -2.44 3.52 -3.51
C -0.76 0.13 -4.44
H -1.31 2.32 -2.36
H -2.78 2.64 -1.58
H -3.40 3.44 -4.01
H -1.75 3.46 -4.36
H -2.23 4.50 -3.08
H -0.19 1.01 -4.15
H -1.12 0.29 -5.45
H -0.28 -0.85 -4.48
O -4.62 2.90 4.48
S -5.26 1.67 4.00
O -6.70 1.58 3.88
O -4.50 1.22 2.55
C -3.18 1.57 2.25
C -2.92 1.04 0.80
C -4.73 0.17 4.96
H -2.45 1.12 2.92
H -3.14 2.65 2.29
H -1.98 1.48 0.44
H -3.80 1.15 0.17
H -2.62 0.00 0.90
H -5.66 -0.36 5.14
H -4.36 0.68 5.84
H -4.03 -0.37 4.31
*
```

## Properties
highest occupied orbital energy: -0.27741 hartree
orbital gap: 9.06 eV

[5]
The molecule C2H5Cl3SSi. Source: the Open Molecules 2025 dataset; level of theory: the ωB97M-V functional and the def2-TZVPD basis.

```
! wB97M-V def2-TZVPD RIJCOSX def2/J DEFGRID3
* xyz 0 1
C -0.25 0.34 2.05
S -1.50 0.60 0.73
C -0.89 -0.61 -0.52
Si 0.83 0.10 -1.70
Cl 0.93 -1.21 -3.18
Cl 0.55 1.89 -2.41
Cl 2.59 -0.08 -0.72
H 0.54 1.15 2.08
H 0.19 -0.63 1.89
H -0.63 0.62 2.94
H -1.78 -0.64 -1.17
H -0.58 -1.54 0.01
*
```

## Properties
highest occupied orbital energy: -0.30908 hartree
energy above the lowest of the compared OMol25 structures with the same formula, charge and spin: 30.4 kcal per mole
SMILES: CSC[Si](Cl)(Cl)Cl
orbital gap: 8.92 eV

[6]
A structure of composition C41H29Cl5F9N2O7P2STi. Source: the Open Molecules 2025 dataset; level of theory: the ωB97M-V functional and the def2-TZVPD basis.

```
! wB97M-V def2-TZVPD RIJCOSX def2/J DEFGRID3
* xyz -2 2
Ti -1.50 1.77 0.09
Cl 1.06 1.12 3.79
C -0.60 1.60 3.50
C -1.11 1.67 2.23
C -2.41 2.03 2.01
Cl -3.51 2.55 -1.02
C -3.26 2.33 3.05
Cl -4.92 2.77 2.76
C -2.77 2.26 4.35
Cl -3.80 2.62 5.70
C -1.44 1.89 4.58
Cl -0.85 1.79 6.21
O 2.57 1.37 0.54
C 1.47 1.89 0.37
O 0.42 1.24 0.01
C 1.39 3.40 0.51
C 2.59 4.05 0.74
C 2.64 5.44 0.84
C 1.50 6.20 0.71
C 0.29 5.57 0.48
C 0.18 4.15 0.36
O -0.94 3.60 0.07
N -0.87 6.45 0.38
O -0.65 7.66 0.26
O -1.99 5.96 0.42
N 3.91 6.10 1.06
O 4.92 5.40 1.15
O 3.92 7.32 1.16
H 3.48 3.45 0.85
H 1.54 7.28 0.79
C -2.28 -0.20 -4.67
C -2.27 0.12 -3.18
P -1.11 1.43 -2.59
C -1.57 2.83 -3.69
C -1.18 4.20 -3.13
C 0.45 0.83 -3.38
C 1.68 1.68 -3.08
H -3.05 -0.94 -4.89
H -1.33 -0.60 -5.02
H -2.51 0.69 -5.27
H -2.04 -0.78 -2.60
H -3.26 0.46 -2.85
H -2.66 2.79 -3.80
H -1.12 2.67 -4.68
H -1.70 4.36 -2.18
H -1.45 4.99 -3.82
H -0.10 4.26 -2.95
H 0.30 0.76 -4.46
H 0.61 -0.19 -3.00
H 1.56 2.70 -3.46
H 2.57 1.26 -3.55
H 1.87 1.74 -2.02
F 2.16 -6.87 -3.98
C 1.19 -7.07 -3.07
F 0.12 -7.53 -3.75
F 1.60 -8.08 -2.28
C 0.88 -5.82 -2.30
C 0.52 -4.68 -3.00
C 0.20 -3.52 -2.31
C 0.25 -3.48 -0.92
C 0.61 -4.64 -0.23
C 0.92 -5.80 -0.90
P -0.16 -1.86 -0.08
C -1.21 -2.52 1.28
C -1.28 -1.83 2.49
C -2.20 -2.19 3.46
C -3.07 -3.25 3.22
C -3.03 -3.93 2.01
C -2.11 -3.56 1.04
C -4.09 -3.67 4.24
F -3.93 -3.06 5.43
F -5.35 -3.41 3.84
F -4.04 -5.00 4.48
C 1.52 -1.75 0.67
C 2.52 -1.40 -0.23
C 3.84 -1.36 0.15
C 4.18 -1.64 1.47
C 3.19 -1.95 2.39
C 1.86 -2.02 1.99
C 5.60 -1.63 1.93
F 5.81 -0.78 2.96
F 6.47 -1.28 0.96
F 6.00 -2.85 2.37
H 0.48 -4.70 -4.08
H -0.09 -2.63 -2.85
H 0.66 -4.62 0.85
H 1.21 -6.69 -0.36
H -0.65 -0.97 2.66
H -2.25 -1.65 4.39
H -3.72 -4.74 1.82
H -2.11 -4.08 0.10
H 2.25 -1.15 -1.25
H 4.61 -1.07 -0.55
H 3.45 -2.15 3.42
H 1.11 -2.28 2.72
S -3.95 -0.82 0.01
C -2.61 -0.03 0.13
*
```

## Properties
highest occupied orbital energy (alpha / beta): -0.05162 / -0.11148 hartree
energy above the lowest of the compared OMol25 structures with the same formula, charge and spin: 14.0 kcal per mole
orbital gap (alpha / beta): 4.98 / 6.61 eV
expectation value of S²: 0.757